<a>
Computed, not measured: a 10-piece molecular cluster, C30H70N10O10 overall, with the ωB97M-V functional and the def2-TZVPD basis.

For the HOMO-LUMO gap, the calculation gives 8.737 eV. The LUMO energy is -0.09 eV. As for the SMILES: CN(C)C=O.CN(C)C=O.CN(C)C=O.CN(C)C=O.CN(C)C=O.CN(C)C=O.CN(C)C=O.CN(C)C=O.CN(C)C=O.CN(C)C=O.

Atoms and positions in Å:
C: -33.715 27.672 1.956
N: -33.061 28.981 2.095
C: -31.911 29.123 1.240
C: -33.598 29.879 2.956
O: -33.089 30.966 3.172
H: -33.986 27.528 0.905
H: -34.627 27.558 2.533
H: -32.994 26.890 2.202
H: -31.266 28.244 1.272
H: -32.280 29.154 0.207
H: -31.418 30.063 1.474
H: -34.466 29.429 3.459
C: -28.019 36.002 1.596
N: -26.929 36.773 1.019
C: -26.495 37.922 1.796
C: -26.464 36.612 -0.246
O: -25.595 37.269 -0.758
H: -28.950 36.569 1.634
H: -27.631 35.849 2.608
H: -28.137 35.012 1.161
H: -27.326 38.633 1.869
H: -26.315 37.610 2.827
H: -25.641 38.478 1.428
H: -26.978 35.769 -0.734
C: -30.511 34.198 3.799
N: -29.789 33.091 4.404
C: -28.346 33.212 4.349
C: -30.467 32.054 4.914
O: -30.028 31.060 5.463
H: -29.952 35.104 4.051
H: -31.530 34.229 4.175
H: -30.482 34.211 2.706
H: -28.085 33.624 3.374
H: -27.872 33.864 5.088
H: -27.946 32.210 4.502
H: -31.552 32.160 4.776
C: -27.518 29.359 2.596
N: -26.334 28.517 2.525
C: -26.722 27.111 2.474
C: -25.101 29.000 2.255
O: -24.149 28.339 1.888
H: -28.186 28.857 3.302
H: -28.139 29.321 1.695
H: -27.348 30.356 2.992
H: -27.344 26.817 3.314
H: -27.239 26.976 1.519
H: -25.883 26.421 2.416
H: -25.062 30.086 2.486
C: -31.367 33.686 -1.796
N: -31.748 34.102 -0.450
C: -31.887 33.024 0.532
C: -31.676 35.408 -0.082
O: -31.679 35.858 1.045
H: -30.820 34.477 -2.301
H: -32.240 33.280 -2.304
H: -30.657 32.858 -1.704
H: -30.946 32.476 0.615
H: -32.251 33.404 1.479
H: -32.614 32.321 0.116
H: -31.579 36.087 -0.947
C: -32.781 38.129 6.506
N: -33.706 37.682 5.488
C: -33.078 37.095 4.331
C: -35.039 37.837 5.608
O: -35.867 37.362 4.855
H: -31.960 38.669 6.025
H: -32.324 37.206 6.882
H: -33.189 38.756 7.293
H: -33.742 36.885 3.495
H: -32.388 37.828 3.909
H: -32.622 36.149 4.629
H: -35.342 38.526 6.411
C: -32.388 30.724 7.418
N: -33.476 31.307 6.642
C: -34.633 30.456 6.395
C: -33.594 32.644 6.535
O: -32.930 33.491 7.108
H: -32.684 30.377 8.409
H: -31.615 31.484 7.405
H: -32.045 29.892 6.799
H: -34.241 29.527 5.980
H: -35.047 30.288 7.397
H: -35.368 30.976 5.787
H: -34.443 32.917 5.885
C: -30.070 40.930 5.196
N: -29.744 39.559 4.830
C: -29.836 39.291 3.404
C: -29.382 38.653 5.763
O: -29.118 37.487 5.541
H: -31.139 41.046 5.420
H: -29.834 41.634 4.406
H: -29.630 41.197 6.159
H: -30.884 39.190 3.115
H: -29.239 40.000 2.839
H: -29.473 38.283 3.187
H: -29.489 39.112 6.762
C: -30.466 27.980 4.562
N: -29.639 26.865 4.994
C: -29.786 25.584 4.343
C: -28.640 27.107 5.860
O: -27.928 26.221 6.303
H: -30.047 28.913 4.935
H: -31.497 27.890 4.913
H: -30.530 28.114 3.478
H: -29.702 25.488 3.258
H: -29.008 24.927 4.730
H: -30.746 25.142 4.626
H: -28.410 28.154 6.087
C: -29.355 34.209 9.825
N: -28.947 34.789 8.569
C: -29.858 34.477 7.453
C: -28.185 35.910 8.621
O: -27.655 36.329 9.633
H: -28.553 34.008 10.530
H: -29.750 33.197 9.663
H: -30.217 34.734 10.247
H: -29.571 33.466 7.163
H: -30.886 34.508 7.805
H: -29.699 35.153 6.614
H: -28.016 36.411 7.656

Löwdin population analysis, charges in e, atoms 1 to 8:
1. C -0.052
2. N -0.190
3. C -0.056
4. C -0.323
5. O 0.005
6. H 0.089
7. H 0.085
8. H 0.084

***

<b>
Computed, not measured: a 10-piece molecular cluster, C30H70N10O10 overall, with the ωB97M-V functional and the def2-TZVPD basis.

For the HOMO-LUMO gap, the calculation gives 9.214 eV. The LUMO energy is 0.04 eV. As for the SMILES: CNC(C)=O.CNC(C)=O.CNC(C)=O.CNC(C)=O.CNC(C)=O.CNC(C)=O.CNC(C)=O.CNC(C)=O.CNC(C)=O.CNC(C)=O.

Atoms and positions in Å:
C: -8.881 -8.921 -5.574
N: -8.049 -7.721 -5.512
C: -6.790 -7.552 -5.926
C: -6.034 -6.282 -5.715
O: -6.228 -8.411 -6.519
H: -9.071 -9.418 -6.526
H: -9.892 -8.740 -5.210
H: -8.489 -9.683 -4.900
H: -8.345 -7.019 -4.849
H: -5.203 -6.308 -6.419
H: -5.638 -6.193 -4.703
H: -6.602 -5.392 -5.986
C: 3.931 4.569 -4.727
N: 5.151 5.179 -5.197
C: 5.204 6.278 -5.891
C: 6.455 6.627 -6.594
O: 4.210 6.945 -6.060
H: 3.712 3.829 -5.497
H: 3.006 5.144 -4.748
H: 4.138 3.891 -3.899
H: 6.063 4.819 -4.954
H: 7.110 7.089 -5.854
H: 6.365 7.435 -7.320
H: 7.148 5.933 -7.070
C: -4.630 3.857 -1.950
N: -3.582 3.584 -2.933
C: -3.348 2.456 -3.559
C: -2.268 2.493 -4.694
O: -4.040 1.500 -3.295
H: -5.369 3.056 -1.988
H: -5.237 4.708 -2.258
H: -4.256 4.096 -0.954
H: -2.968 4.338 -3.205
H: -1.767 3.420 -4.973
H: -2.534 1.998 -5.628
H: -1.391 1.956 -4.332
C: -1.390 -2.851 0.106
N: -0.793 -1.513 0.263
C: 0.194 -0.954 -0.391
C: 0.679 0.357 0.198
O: 0.834 -1.428 -1.289
H: -1.454 -3.200 1.137
H: -0.828 -3.564 -0.497
H: -2.418 -2.807 -0.251
H: -1.110 -0.918 1.015
H: 1.755 0.348 0.371
H: 0.143 0.402 1.146
H: 0.396 1.277 -0.314
C: 9.531 2.752 3.750
N: 8.489 3.186 2.835
C: 7.994 4.411 2.772
C: 6.913 4.810 1.636
O: 8.371 5.334 3.535
H: 10.365 2.417 3.133
H: 9.194 1.915 4.363
H: 9.863 3.547 4.417
H: 8.157 2.617 2.070
H: 6.274 5.666 1.851
H: 6.355 3.921 1.342
H: 7.661 5.044 0.879
C: -4.802 5.757 5.544
N: -3.861 6.125 4.524
C: -2.818 5.542 4.080
C: -1.949 6.358 3.154
O: -2.472 4.397 4.311
H: -5.734 5.381 5.121
H: -5.191 6.674 5.987
H: -4.332 5.008 6.182
H: -3.890 7.097 4.249
H: -0.985 6.642 3.576
H: -2.395 7.250 2.714
H: -1.617 5.780 2.291
C: -3.859 -1.162 4.325
N: -2.491 -0.770 4.817
C: -1.705 -1.738 5.266
C: -0.404 -1.179 5.777
O: -1.974 -2.952 5.086
H: -3.757 -0.934 3.263
H: -4.750 -0.824 4.854
H: -4.118 -2.220 4.310
H: -2.279 0.216 4.862
H: -0.254 -0.112 5.614
H: 0.321 -1.625 5.097
H: -0.175 -1.564 6.771
C: 4.231 -1.876 -6.956
N: 3.160 -2.538 -6.181
C: 2.414 -3.576 -6.627
C: 1.200 -4.165 -5.834
O: 2.732 -4.182 -7.621
H: 4.506 -2.338 -7.904
H: 5.092 -1.922 -6.290
H: 3.915 -0.842 -7.094
H: 3.002 -2.222 -5.234
H: 0.766 -3.483 -5.103
H: 1.486 -4.882 -5.065
H: 0.452 -4.507 -6.550
C: -4.479 -8.649 3.036
N: -5.110 -9.445 1.971
C: -5.336 -8.968 0.769
C: -5.530 -10.027 -0.297
O: -5.110 -7.772 0.420
H: -3.584 -8.159 2.653
H: -4.222 -9.271 3.893
H: -5.210 -7.901 3.343
H: -5.154 -10.449 2.076
H: -4.696 -9.969 -0.996
H: -6.395 -9.686 -0.867
H: -5.466 -11.038 0.104
C: 7.009 3.943 8.694
N: 6.104 4.130 7.568
C: 4.976 3.394 7.290
C: 3.949 3.899 6.299
O: 4.677 2.249 7.739
H: 8.034 4.296 8.583
H: 6.995 2.867 8.867
H: 6.559 4.435 9.557
H: 6.335 4.924 6.988
H: 4.288 4.913 6.087
H: 3.017 4.057 6.841
H: 3.828 3.280 5.410

Löwdin population analysis, charges in e, atoms 1 to 8:
1. C -0.073
2. N 0.010
3. C -0.618
4. C -0.005
5. O 0.068
6. H 0.083
7. H 0.076
8. H 0.079

***

Short version: <a> is the most stable of them.

***

<a>
Computed, not measured: a 2-piece molecular cluster, C4H6ClN overall, with the ωB97M-V functional and the def2-TZVPD basis.

For the HOMO-LUMO gap, the calculation gives 9.900 eV. The LUMO energy is 0.84 eV. As for the SMILES: C=C=CN=C.Cl.

Atoms and positions in Å:
C: 1.004 0.193 -0.807
C: 0.086 0.229 0.103
C: -0.892 0.393 0.951
N: -2.111 0.892 0.520
C: -2.479 0.651 -0.656
H: 1.220 -0.710 -1.356
H: 1.619 1.052 -1.034
H: -0.798 0.217 2.013
H: -3.392 1.108 -1.005
H: -1.951 -0.007 -1.353
Cl: 3.112 -0.641 2.476
H: 3.557 -1.828 2.661

Löwdin population analysis, charges in e, atoms 1 to 8:
1. C 0.000
2. C -0.124
3. C -0.192
4. N -0.019
5. C -0.052
6. H 0.059
7. H 0.063
8. H 0.103

***

<b>
Computed, not measured: the molecule C4H6ClN, with the ωB97M-V functional and the def2-TZVPD basis.

For the HOMO-LUMO gap, the calculation gives 9.815 eV. The LUMO energy is 0.99 eV. As for the SMILES: C[C@H]1N=C[C@@H]1Cl.

Atoms and positions in Å:
C: 1.166 0.804 0.797
C: 0.477 -0.184 -0.207
N: -0.079 -1.375 0.336
C: -1.252 -1.366 -0.058
C: -0.890 0.281 -0.799
Cl: -1.137 0.365 -2.501
H: 0.632 0.862 1.721
H: 1.203 1.831 0.451
H: 2.108 0.313 1.029
H: 1.276 -0.478 -0.769
H: -2.043 -2.035 0.173
H: -1.460 0.982 -0.172

Löwdin population analysis, charges in e, atoms 1 to 8:
1. C -0.039
2. C -0.423
3. N 0.013
4. C -0.031
5. C -0.594
6. Cl 0.605
7. H 0.059
8. H 0.075

***

<c>
Computed, not measured: the molecule C4H6ClN, with the ωB97M-V functional and the def2-TZVPD basis.

For the HOMO-LUMO gap, the calculation gives 9.967 eV. The LUMO energy is 0.87 eV. As for the SMILES: ClC1=CCNC1.

Atoms and positions in Å:
Cl: -2.830 -0.042 -0.121
C: -1.215 -0.196 -0.034
C: -0.297 -1.168 0.083
C: 1.165 -0.653 0.046
N: 0.974 0.860 -0.328
C: -0.472 1.143 0.261
H: -0.584 -2.234 -0.147
H: 1.880 -0.881 -0.839
H: 1.730 -0.838 1.050
H: 0.937 0.694 -1.512
H: -0.984 2.234 0.008
H: -0.305 1.082 1.534

Löwdin population analysis, charges in e, atoms 1 to 8:
1. Cl 0.757
2. C -0.860
3. C -0.132
4. C -0.224
5. N -0.128
6. C -0.240
7. H 0.113
8. H 0.118

***

Short version: <a> is the most stable of them.

***

<a>
Computed, not measured: the molecule C5H8N4O2, with the ωB97M-V functional and the def2-TZVPD basis.

For the HOMO-LUMO gap, the calculation gives 8.749 eV. The LUMO energy is 0.56 eV. As for the SMILES: CN=C=NNC(C)=C=[N+]([O-])O.

Atoms and positions in Å:
C: 2.532 2.131 -0.370
N: 1.215 2.247 0.151
C: 0.093 1.836 -0.067
N: -1.122 1.711 -0.125
N: -1.893 0.527 0.061
C: -1.229 -0.723 0.339
C: -2.239 -1.707 0.978
C: 0.009 -1.037 0.173
N: 1.218 -1.357 0.183
O: 1.922 -1.910 -0.675
O: 1.804 -1.063 1.439
H: 2.504 2.079 -1.471
H: 2.981 3.001 0.136
H: 2.917 1.221 0.034
H: -2.830 0.836 0.191
H: -2.760 -2.122 0.105
H: -1.649 -2.543 1.450
H: -2.838 -1.205 1.626
H: 2.838 -1.190 1.448

Löwdin population analysis, charges in e, atoms 1 to 8:
1. C -0.097
2. N 0.037
3. C -0.225
4. N 0.068
5. N 0.012
6. C -0.244
7. C -0.006
8. C 0.028

***

<b>
Computed, not measured: C5H8N4O2 as an isolated structure, with the ωB97M-V functional and the def2-TZVPD basis.

For the HOMO-LUMO gap, the calculation gives 9.911 eV. The LUMO energy is 0.23 eV.

Atoms and positions in Å:
C: 1.445 0.483 0.061
C: 3.809 -0.371 -0.286
C: -0.709 1.188 -0.034
C: -1.361 -0.256 -0.398
C: -2.741 -0.322 -0.050
H: 0.541 -0.526 1.571
H: 1.992 -0.906 1.452
H: 2.767 1.257 -0.893
H: -0.811 1.717 1.149
H: -1.126 1.769 -0.600
H: -1.206 -0.375 -1.790
H: -0.929 -1.144 0.108
H: -4.442 -1.658 -0.198
N: 1.375 -0.667 0.878
N: 2.842 0.593 -0.378
N: 4.590 -1.270 -0.196
N: 0.714 1.392 -0.239
O: -3.300 -1.517 -0.431
O: -3.449 0.612 0.275

Löwdin population analysis, charges in e, atoms 1 to 8:
1. C -0.436
2. C -0.251
3. C -0.164
4. C -0.082
5. C -0.611
6. H 0.150
7. H -0.021
8. H -0.007

***

Short version: <b> is the most stable of them.

***

<a>
Computed, not measured: the molecule CHFOS2, with the ωB97M-V functional and the def2-TZVPD basis.

For the HOMO-LUMO gap, the calculation gives 9.019 eV. The LUMO energy is -0.14 eV. As for the SMILES: FC(=S)OS.

Atoms and positions in Å:
F: 1.379 -1.028 -0.113
C: 0.889 0.183 0.044
S: 1.918 1.424 0.310
O: -0.331 0.452 -0.194
S: -1.413 -0.834 -0.307
H: -2.441 -0.196 0.261

How is the electron density shared among the atoms? According to Löwdin, the charges in e are:
1. F 0.040
2. C -1.074
3. S 0.732
4. O -0.466
5. S 0.884
6. H -0.116

***

<b>
Computed, not measured: a 2-piece molecular cluster, CHFOS2 overall, with the ωB97M-V functional and the def2-TZVPD basis.

For the HOMO-LUMO gap, the calculation gives 9.792 eV. The LUMO energy is -0.18 eV. As for the SMILES: O=C=S.FS.

Atoms and positions in Å:
O: 1.310 0.978 0.917
C: 1.353 0.067 0.218
S: 1.669 -1.118 -0.699
F: -0.660 0.424 -1.007
S: -1.918 -0.451 -0.393
H: -1.754 0.100 0.965

How is the electron density shared among the atoms? According to Löwdin, the charges in e are:
1. O 0.109
2. C -0.939
3. S 0.813
4. F -0.630
5. S 0.712
6. H -0.065

***

Short version: <b> is the most stable of them.